Computed, not measured: a single C18H22FN3O5S molecule, with wB97M-V/def2-TZVPD.

Geometry (Å):
C1 6.68 0.99 -2.13
H1 7.04 1.78 -1.46
O1 5.33 1.20 -2.48
C2 4.46 1.40 -1.40
C3 4.15 0.11 -0.62
N1 3.16 0.35 0.40
C4 1.90 -0.11 0.32
O2 1.50 -0.82 -0.59
C5 1.05 0.32 1.45
C6 -0.25 0.05 1.85
C7 -0.37 0.81 3.07
N2 0.74 1.44 3.33
O3 1.62 1.16 2.34
C8 -1.55 0.95 3.94
H2 -1.25 1.15 4.97
H3 -2.20 0.09 3.86
S1 -2.50 2.44 3.43
C9 -3.26 1.75 1.96
C10 -4.38 0.94 2.09
C11 -4.95 0.38 0.97
C12 -4.40 0.66 -0.27
C13 -3.30 1.47 -0.42
C14 -2.73 2.03 0.72
H4 -1.86 2.67 0.63
H5 -2.89 1.67 -1.40
F1 -4.96 0.11 -1.37
H6 -5.81 -0.27 1.04
H7 -4.78 0.74 3.07
C15 -1.30 -0.85 1.32
O4 -2.25 -1.18 2.02
N3 -1.13 -1.26 0.06
C16 -2.03 -2.19 -0.57
H8 -1.62 -3.21 -0.51
C17 -2.24 -1.81 -2.05
O5 -1.05 -1.57 -2.75
C18 -0.26 -2.71 -2.98
H9 0.52 -2.41 -3.68
H10 -0.85 -3.52 -3.42
H11 0.22 -3.07 -2.06
H12 -2.79 -0.87 -2.11
H13 -2.83 -2.60 -2.53
H14 -2.98 -2.17 -0.04
H15 -0.28 -1.05 -0.45
H16 3.41 0.96 1.16
H17 5.06 -0.29 -0.16
H18 3.74 -0.64 -1.31
H19 4.87 2.15 -0.71
H20 3.54 1.78 -1.84
H21 7.24 1.03 -3.06
H22 6.84 0.01 -1.66

Results
* calculated total energy: -47282.424 eV
* SMILES: COCCNC(=O)c1onc(CSc2ccc(F)cc2)c1C(=O)NCCOC
* lowest unoccupied orbital energy: -0.12 eV
* HOMO-LUMO gap: 8.68 eV
* energy relative to the best compared isomer or geometry (same formula, charge and spin): 2.0333 eV
* molecular weight: 411.455 g/mol